71
Properties=species:S:1:pos:R:3:forces:R:3 method="wB97M-V/def2-TZVPD" total_charge=+1 energy_ev=-162707.78139 homo_lumo_gap_ev=2.92 max_force_ev_per_a=4.24
C 3.480645 -0.476116 -5.058348 -0.166 -0.160 -0.286
C 2.441869 -0.820962 -4.023890 0.057 -0.346 -0.534
Cl 1.294404 -1.925442 -4.688263 -0.139 0.083 -0.006
C 2.443488 -0.312838 -2.781232 0.119 -0.170 -0.183
Cl 3.813266 0.799019 -2.620892 -0.201 -0.140 0.191
C 1.435112 -0.653712 -1.626867 0.220 -0.813 0.147
Cl 1.137481 -2.437735 -1.752488 -0.401 0.127 0.371
C 2.120046 -0.563345 -0.225118 2.819 2.549 -1.015
O 2.632399 0.769174 -0.268241 -1.346 0.389 0.583
C 3.460854 -1.316575 -0.103288 0.104 -2.235 0.726
C 4.086832 -1.392162 1.312662 1.295 -0.791 0.866
C 5.548520 -1.045118 1.179239 -0.012 0.170 1.084
F 6.267436 -1.681254 0.217465 -0.533 1.019 -1.587
C 6.204113 -0.068438 1.910802 -0.902 -1.172 -1.622
F 6.668379 -0.276066 3.093978 -0.961 1.125 1.587
F 6.413356 1.138953 1.453774 2.030 0.269 -0.218
N 1.206359 -0.521275 0.990304 -0.480 0.135 0.471
P 0.982549 -2.007223 2.024836 0.502 -3.719 1.979
N 1.537602 -3.352304 1.475163 -0.015 1.622 -1.407
O 1.803818 -1.702144 3.368825 -0.377 1.148 -0.434
O -0.512826 -2.279656 2.498538 0.045 1.315 -0.403
C 0.008537 0.395131 0.855758 -0.795 1.604 0.023
I 0.699852 2.525808 1.237581 0.397 0.146 -0.486
C -0.704964 0.499637 2.220594 -1.766 0.840 2.662
O -1.840445 0.959917 2.332919 -0.342 -0.423 -1.845
O 0.026591 0.322319 3.200635 2.167 -1.465 -0.300
C -0.844147 0.253687 -0.390953 -0.543 0.263 -1.919
C -1.806926 -0.991632 -0.462497 0.941 -1.126 0.418
C -2.616472 -1.540447 0.722072 -1.192 -0.630 0.349
O -4.010964 -1.640329 0.366032 0.391 0.240 -0.135
C -1.802029 1.448010 -0.695820 -1.125 0.375 0.403
C -3.239154 1.447387 -0.148547 -1.075 1.208 0.074
C -3.607073 2.888087 0.281723 0.744 -0.413 1.161
C -5.040949 3.004205 0.778885 -0.053 -0.307 -0.694
C -5.358976 2.079722 1.943885 -0.139 -0.007 0.584
N -4.429103 2.259567 3.082973 -0.604 -0.282 0.019
C 0.063436 0.147624 -1.707586 0.358 -0.117 -0.536
I 0.774472 2.275110 -2.332423 -0.494 0.468 -0.483
C -0.771678 -0.329148 -2.982273 -0.560 0.752 -0.654
O -1.013889 0.542031 -3.942901 -0.222 0.213 -0.580
O -1.228979 -1.421782 -3.088016 0.340 -0.664 0.740
H 4.479470 -0.691088 -4.695645 0.152 0.240 0.118
H 3.343616 -1.056716 -5.964449 -0.205 -0.122 0.045
H 3.385626 0.571418 -5.335549 0.268 0.168 0.092
H 3.275555 0.928108 0.436415 0.139 -0.034 -0.065
H 4.222374 -0.857269 -0.720548 -0.527 0.546 -0.414
H 3.450809 -2.339744 -0.470230 -0.388 -0.068 -0.005
H 3.692716 -0.651210 2.009868 -0.175 -0.097 0.116
H 3.996953 -2.376096 1.766021 -0.749 -0.106 -0.148
H 1.748223 0.060281 1.657904 -0.141 -0.272 0.282
H 1.885109 -3.237572 0.528231 0.055 -0.818 0.067
H 1.766793 -2.498275 3.912888 0.357 -0.104 0.097
H -0.468695 -3.002391 3.139000 -0.303 -0.175 -0.026
H -2.529622 -0.834017 -1.253585 -0.061 0.418 0.048
H -1.221315 -1.829021 -0.840776 0.022 -0.036 0.167
H -2.605783 -1.027683 1.673553 0.263 0.443 -0.224
H -2.321696 -2.565148 0.935636 0.466 0.042 -0.052
H -4.062244 -2.396482 -0.223362 -0.343 -0.054 -0.084
H -1.403211 2.430629 -0.454303 0.444 -0.229 0.297
H -1.991706 1.518626 -1.768994 0.470 -0.432 -0.179
H -3.987053 1.200152 -0.907963 0.307 -0.479 -0.264
H -3.466874 0.836199 0.710449 0.512 -0.300 -0.033
H -3.324617 3.631913 -0.468437 -0.306 -0.007 -0.220
H -2.968695 3.079187 1.152623 0.083 0.192 -0.037
H -5.699142 2.735972 -0.055663 -0.238 0.129 0.062
H -5.286857 4.019975 1.082855 0.167 0.164 -0.084
H -5.403783 1.029725 1.649599 0.125 -0.008 -0.238
H -6.367043 2.312100 2.291061 -0.119 0.037 -0.154
H -3.998174 1.367113 3.286521 0.518 0.116 -0.135
H -4.999809 2.424168 3.902585 0.086 0.274 0.103
Zn -0.863766 2.217458 -4.624708 1.037 -0.510 1.757